Record 1
The following is a quantum chemistry calculation of a molecular structure, C36H40N5O5ReS2Si, from OMol25.

The geometry in XYZ format:
```
90
Properties=species:S:1:pos:R:3
Re -0.957 -0.314 -0.170
C -0.052 -1.772 1.013
Si 1.171 -2.736 -0.025
C 1.878 -1.234 -0.944
N 0.779 -0.383 -1.549
C 1.334 0.994 -1.811
C 2.275 1.037 -3.002
C 1.538 0.656 -4.302
C 0.201 -0.007 -3.979
C 0.362 -1.026 -2.871
C 2.508 -3.436 1.060
C 2.208 -3.895 2.345
C 3.191 -4.449 3.152
C 4.493 -4.550 2.685
C 4.811 -4.100 1.412
C 3.825 -3.550 0.607
C 0.434 -3.997 -1.169
C 1.169 -4.407 -2.287
C 0.695 -5.399 -3.130
C -0.525 -6.006 -2.863
C -1.262 -5.625 -1.751
C -0.781 -4.632 -0.911
H 0.563 -1.288 1.785
H -0.811 -2.364 1.533
H 2.628 -1.442 -1.709
H 2.371 -0.636 -0.171
H 1.828 1.319 -0.897
H 0.494 1.669 -1.984
H 3.128 0.380 -2.825
H 2.687 2.044 -3.063
H 2.148 -0.036 -4.885
H 1.381 1.533 -4.929
H -0.211 -0.514 -4.853
H -0.533 0.742 -3.682
H 1.147 -1.731 -3.149
H -0.540 -1.610 -2.710
H 1.195 -3.823 2.728
H 2.941 -4.801 4.144
H 5.261 -4.980 3.314
H 5.827 -4.179 1.047
H 4.095 -3.210 -0.388
H 2.133 -3.955 -2.505
H 1.276 -5.705 -3.990
H -0.899 -6.781 -3.519
H -2.212 -6.096 -1.540
H -1.371 -4.350 -0.047
O -3.866 -3.002 -0.999
C -3.159 -2.157 -0.532
O -1.989 -1.773 -1.020
C -3.534 -1.399 0.722
C -4.671 -1.681 1.446
C -4.937 -0.930 2.582
C -4.053 0.075 2.949
C -2.932 0.304 2.175
N -2.679 -0.418 1.073
H -5.316 -2.479 1.104
H -5.819 -1.127 3.177
H -4.220 0.676 3.831
H -2.214 1.071 2.432
C -2.924 2.069 -3.519
S -2.872 0.789 -2.245
C -4.424 1.197 -1.422
H -2.951 3.069 -3.088
H -3.812 1.904 -4.126
H -2.048 1.968 -4.152
H -5.240 1.098 -2.136
H -4.408 2.208 -1.016
H -4.587 0.487 -0.615
O 3.314 4.731 5.339
S 3.236 6.165 5.135
O 4.397 6.739 4.489
O 2.725 6.904 6.266
C 1.952 6.355 3.869
N 1.509 7.586 3.595
C 0.595 7.689 2.649
C 0.098 6.587 1.952
C 0.629 5.364 2.314
N 1.551 5.252 3.266
C 0.248 4.066 1.706
C 0.875 2.905 2.169
C 0.536 1.693 1.628
N -0.389 1.567 0.648
C -0.994 2.680 0.199
C -0.705 3.929 0.699
H 0.235 8.688 2.427
H -0.651 6.713 1.184
H 1.617 2.988 2.953
H 1.003 0.778 1.967
H -1.722 2.533 -0.588
H -1.227 4.785 0.298
```

Properties
* ⟨S²⟩: 3.78
* net charge: +1
* multiplicity: 4
* LUMO (spin up / spin down): -3.76 / -6.68 eV
* HOMO (spin up / spin down): -10.409 / -9.639 eV
* Kohn-Sham gap (spin up / spin down): 6.64 / 2.96 eV

Results of the Löwdin charge analysis, in e, for atoms 1 through 5: 1.322, -0.344, 0.625, -0.216, -0.290

=====

Record 2
The following is a quantum chemistry calculation of C6H12O in the gas phase, from OMol25.

The geometry in XYZ format:
```
19
Properties=species:S:1:pos:R:3
C 0.985 -0.342 2.378
C 0.065 0.162 1.491
C -1.339 -0.261 1.414
C 0.451 1.052 0.269
C 0.668 0.124 -0.999
C -0.644 -0.165 -1.883
O -0.126 -0.400 -3.313
H 2.124 -0.062 2.365
H 0.803 -0.994 3.286
H -2.056 0.702 1.396
H -1.418 -0.716 0.397
H -1.723 -0.951 2.163
H -0.333 1.739 0.128
H 1.381 1.712 0.385
H 1.593 0.484 -1.676
H 1.239 -0.752 -0.771
H -1.362 0.681 -1.960
H -1.057 -1.241 -1.559
H 0.751 -0.772 -3.512
```

Properties
* multiplicity: 1
* LUMO: 0.99 eV
* SMILES: C=C(C)CCCO
* HOMO: -9.156 eV
* Kohn-Sham gap: 10.15 eV

Results of the Löwdin charge analysis, in e, for atoms 1 through 5: 0.018, -0.398, -0.088, -0.166, -0.187

=====

Asked for ΔE to the lowest compared entry with this formula, charge and spin across the records above, the calculation gives 0.0 71.7 kcal/mol in order.
Asked for largest force on an atom across the records above, the calculation gives 2.5 4.8 eV/A in order.